No. 1
{"formula": "C4H7FN2", "method": "ωB97M-V/def2-TZVPD", "symbols": ["H", "N", "C", "C", "F", "N", "C", "C", "H", "H", "H", "H", "H", "H"], "xyz": [[0.43, -2.25, -0.95], [-0.25, -1.55, -0.61], [0.34, -0.49, -0.24], [1.79, -0.11, -0.64], [2.11, 1.16, -0.24], [-0.33, 0.58, 0.32], [-1.64, 0.63, 0.80], [-2.54, -0.36, 0.75], [1.90, -0.19, -1.71], [2.52, -0.75, -0.15], [0.24, 1.47, 0.42], [-1.90, 1.59, 1.23], [-2.25, -1.31, 0.31], [-3.57, -0.21, 1.07]], "nbo_charge": [0.342, -0.712, 0.405, -0.010, -0.362, -0.606, -0.021, -0.468, 0.187, 0.184, 0.422, 0.196, 0.240, 0.204], "largest_force_ha_per_bohr": 0.03787, "spin_multiplicity": 1, "orbital_gap_ev": 9.317, "charge": 0}

***

No. 2
{"formula": "C8H16Cl2N4OPt", "method": "ωB97M-V/def2-TZVPD", "symbols": ["Pt", "Cl", "C", "Cl", "H", "H", "N", "C", "N", "O", "H", "H", "H", "H", "N", "C", "N", "C", "C", "C", "C", "C", "H", "H", "H", "H", "H", "H", "H", "H", "H", "H"], "xyz": [[2.05, 0.64, 1.27], [2.35, -0.46, 3.83], [4.00, 0.19, 3.81], [4.17, 1.01, 2.24], [4.72, -0.62, 3.88], [4.13, 0.91, 4.61], [5.00, 2.76, -1.62], [3.72, 2.83, -1.13], [3.03, 3.92, -1.56], [3.27, 1.96, -0.38], [5.39, 3.45, -2.27], [5.60, 1.96, -1.37], [3.45, 4.63, -2.16], [2.07, 4.07, -1.26], [0.23, 0.02, 0.69], [-0.77, -0.52, 0.46], [-1.88, -1.18, 0.25], [-3.18, -0.67, 0.70], [-4.19, -0.62, -0.46], [-4.21, -1.85, -1.33], [-2.93, -2.61, -1.51], [-1.89, -2.49, -0.39], [-3.07, 0.30, 1.17], [-3.57, -1.37, 1.45], [-3.99, 0.27, -1.07], [-5.19, -0.42, -0.06], [-4.67, -1.62, -2.32], [-5.01, -2.55, -0.98], [-2.45, -2.30, -2.47], [-3.14, -3.67, -1.70], [-0.89, -2.77, -0.72], [-2.18, -3.23, 0.38]], "nbo_charge": [1.318, 0.143, -0.389, 0.116, 0.296, 0.297, -0.351, 0.712, -0.483, -0.704, 0.466, 0.472, 0.464, 0.465, -0.549, 0.694, -0.309, -0.217, -0.420, -0.426, -0.423, -0.221, 0.266, 0.294, 0.293, 0.299, 0.374, 0.332, 0.315, 0.304, 0.265, 0.306], "largest_force_ha_per_bohr": 0.03308, "spin_multiplicity": 5, "orbital_gap_ev": [10.531, 4.321], "charge": 4}

***

No. 3
{"formula": "C4H4KO5", "method": "ωB97M-V/def2-TZVPD", "symbols": ["O", "C", "C", "O", "O", "C", "H", "H", "H", "O", "C", "O", "H", "K"], "xyz": [[3.29, -0.55, 0.26], [3.30, 0.73, -0.13], [1.89, -0.99, 0.29], [4.31, 1.33, -0.39], [2.08, 1.23, -0.18], [1.11, 0.29, 0.48], [1.77, -1.71, 1.11], [1.72, -1.50, -0.67], [1.20, 0.56, 1.55], [-4.15, -0.61, -1.05], [-4.89, 0.43, -0.67], [-4.36, 1.12, 0.23], [-5.41, -0.83, -0.66], [-1.88, 0.50, -0.16]], "nbo_charge": [-0.534, 0.963, -0.141, -0.672, -0.539, -0.458, 0.175, 0.147, 0.114, -0.828, 0.368, -0.797, 0.301, 0.902], "largest_force_ha_per_bohr": 0.05166, "spin_multiplicity": 1, "orbital_gap_ev": 6.529, "charge": -1}

***

No. 4
{"formula": "C38H37N3O4STa", "method": "ωB97M-V/def2-TZVPD", "symbols": ["Ta", "C", "C", "C", "C", "C", "C", "C", "C", "C", "C", "H", "H", "H", "H", "H", "H", "H", "H", "H", "H", "H", "H", "H", "H", "C", "C", "C", "C", "N", "C", "C", "C", "C", "C", "C", "C", "H", "H", "H", "H", "H", "H", "H", "H", "C", "C", "C", "C", "C", "C", "C", "S", "O", "O", "N", "C", "C", "O", "O", "H", "H", "H", "H", "H", "H", "H", "H", "H", "C", "C", "C", "C", "C", "C", "C", "C", "N", "H", "H", "H", "H", "H", "H"], "xyz": [[0.08, -0.27, 0.60], [4.74, 2.56, 1.72], [3.89, 1.56, 0.92], [4.55, 1.28, -0.42], [2.48, 2.13, 0.84], [2.10, 3.04, -0.14], [0.94, 3.78, -0.03], [0.11, 3.66, 1.08], [-1.14, 4.49, 1.22], [0.47, 2.75, 2.06], [1.62, 1.97, 1.93], [5.74, 2.15, 1.89], [4.30, 2.78, 2.69], [4.85, 3.49, 1.18], [3.83, 0.63, 1.50], [4.57, 2.16, -1.06], [4.05, 0.47, -0.97], [5.58, 0.97, -0.26], [2.74, 3.20, -1.00], [0.68, 4.48, -0.81], [-2.03, 3.89, 1.00], [-1.13, 5.33, 0.53], [-1.24, 4.88, 2.23], [-0.13, 2.67, 2.96], [1.95, 1.35, 2.76], [-0.80, 0.02, 5.06], [0.16, -0.81, 5.64], [1.11, -1.41, 4.83], [1.09, -1.17, 3.45], [0.15, -0.37, 2.90], [-0.77, 0.20, 3.70], [2.07, -1.72, 2.51], [3.04, -2.64, 2.92], [3.94, -3.15, 2.01], [3.86, -2.75, 0.69], [2.89, -1.85, 0.28], [1.97, -1.29, 1.18], [-1.55, 0.51, 5.66], [0.17, -0.99, 6.71], [1.86, -2.04, 5.26], [-1.49, 0.84, 3.22], [3.09, -2.97, 3.95], [4.69, -3.86, 2.33], [4.56, -3.15, -0.04], [2.86, -1.60, -0.77], [-5.72, -1.20, -4.33], [-4.90, -0.67, -3.20], [-5.35, 0.39, -2.41], [-4.60, 0.88, -1.36], [-3.35, 0.31, -1.11], [-2.88, -0.75, -1.87], [-3.65, -1.23, -2.91], [-2.49, 0.88, 0.29], [-3.25, 1.90, 0.93], [-1.06, 1.33, -0.07], [-2.00, -0.32, 1.20], [-2.63, -1.62, 1.29], [-1.62, -2.67, 0.83], [-1.73, -3.84, 0.94], [-0.49, -2.08, 0.30], [-6.76, -0.89, -4.25], [-5.68, -2.28, -4.38], [-5.33, -0.82, -5.28], [-6.32, 0.83, -2.62], [-4.96, 1.69, -0.75], [-1.91, -1.21, -1.69], [-3.29, -2.05, -3.51], [-3.53, -1.69, 0.68], [-2.90, -1.85, 2.32], [1.00, 0.10, -1.36], [0.47, -0.67, -2.54], [0.52, -2.06, -2.61], [-0.04, -2.74, -3.69], [-0.66, -2.02, -4.71], [-0.69, -0.63, -4.67], [-0.12, 0.03, -3.59], [-1.30, -2.72, -5.79], [-1.84, -3.25, -6.65], [0.81, 1.16, -1.54], [2.08, -0.01, -1.27], [0.97, -2.64, -1.82], [-0.01, -3.82, -3.73], [-1.16, -0.08, -5.47], [-0.16, 1.11, -3.55]], "lowdin_charge": [1.919, -0.045, -0.377, -0.053, -0.223, -0.025, -0.016, -0.280, -0.026, -0.062, -0.093, 0.085, 0.082, 0.091, 0.121, 0.078, 0.057, 0.089, 0.118, 0.124, 0.059, 0.086, 0.091, 0.113, 0.115, -0.023, -0.015, 0.021, -0.206, -0.026, -0.128, -0.203, -0.014, -0.052, -0.050, -0.117, -0.208, 0.119, 0.124, 0.114, 0.102, 0.107, 0.114, 0.115, 0.074, -0.025, -0.232, -0.005, -0.025, -0.285, -0.046, -0.002, 0.700, -0.244, -0.431, -0.323, -0.117, -0.488, 0.183, -0.203, 0.084, 0.092, 0.098, 0.125, 0.118, 0.094, 0.121, 0.137, 0.140, -0.235, -0.292, -0.047, -0.008, -0.246, -0.023, -0.035, -0.186, 0.169, 0.051, 0.031, 0.106, 0.127, 0.127, 0.121], "largest_force_ha_per_bohr": 0.02511, "spin_multiplicity": 1, "orbital_gap_ev": 7.522, "charge": 1}

***

No. 5
{"formula": "C2H3LaO", "method": "ωB97M-V/def2-TZVPD", "symbols": ["H", "O", "C", "C", "H", "H", "La"], "xyz": [[-0.67, 0.11, -1.29], [1.11, -0.44, -0.21], [-0.20, -0.51, -0.34], [-1.05, 0.33, 0.35], [-2.12, 0.10, 0.30], [-0.69, 0.90, 1.21], [3.61, -0.49, -0.02]], "nbo_charge": [0.277, -0.824, 0.214, -0.204, 0.269, 0.242, 2.026], "largest_force_ha_per_bohr": 0.08137, "spin_multiplicity": 1, "orbital_gap_ev": [7.637, 5.713], "charge": 2}

***

No. 6
{"formula": "C3H31N3O14", "method": "ωB97M-V/def2-TZVPD", "symbols": ["O", "C", "N", "C", "N", "C", "N", "O", "H", "H", "H", "H", "H", "H", "H", "H", "H", "O", "H", "H", "O", "H", "H", "O", "H", "H", "O", "H", "H", "O", "H", "H", "O", "H", "H", "O", "H", "H", "O", "H", "H", "O", "H", "H", "O", "H", "H", "O", "H", "H", "O"], "xyz": [[1.30, -0.15, 3.61], [0.40, 0.27, 2.91], [-0.19, 1.40, 3.41], [-0.51, -0.48, 1.91], [-0.17, -0.25, 0.55], [-0.26, -1.25, -0.32], [-0.69, -2.48, 0.14], [-0.07, -0.97, -1.54], [0.39, 1.98, 4.01], [-0.61, 2.04, 2.67], [-1.64, -0.38, 2.15], [-0.59, -1.62, 2.18], [0.07, 0.64, 0.22], [-0.44, -3.01, 0.99], [-0.74, -3.27, -0.62], [2.33, -4.16, 0.41], [2.87, -2.99, 1.01], [2.80, -4.03, 1.23], [-2.75, 2.58, 1.81], [-2.42, 4.14, 1.60], [-1.99, 3.27, 1.78], [-2.87, 0.94, -1.60], [-2.88, -0.35, -0.64], [-3.30, 0.46, -0.84], [2.70, 1.23, -2.24], [2.53, 2.67, -2.79], [2.71, 2.12, -1.93], [3.27, -0.62, -0.37], [2.88, -1.37, -1.51], [2.63, -1.35, -0.52], [1.23, -2.52, 2.41], [1.13, -4.03, 2.45], [0.61, -3.27, 2.34], [1.43, -0.72, -2.31], [1.89, -0.29, -3.67], [2.26, -0.31, -2.75], [-0.87, 0.34, -2.45], [-0.85, 1.75, -2.83], [-1.45, 1.05, -2.76], [0.57, 3.09, 0.09], [1.50, 1.99, -0.21], [1.10, 2.43, 0.51], [-2.13, 4.31, -1.79], [-0.63, 4.10, -1.41], [-1.48, 3.65, -1.74], [0.32, -2.87, -2.68], [1.78, -3.52, -2.52], [0.85, -3.55, -2.25], [-4.23, 0.72, 1.97], [-3.73, 1.10, 0.50], [-4.07, 1.52, 1.41]], "nbo_charge": [-0.609, 0.658, -0.817, -0.359, -0.605, 0.840, -0.895, -0.826, 0.390, 0.416, 0.212, 0.274, 0.431, 0.454, 0.419, 0.467, 0.490, -0.956, 0.517, 0.473, -1.020, 0.536, 0.482, -0.970, 0.490, 0.470, -0.983, 0.475, 0.491, -0.976, 0.498, 0.504, -0.962, 0.531, 0.488, -1.014, 0.494, 0.475, -0.968, 0.466, 0.484, -0.939, 0.477, 0.467, -0.942, 0.493, 0.479, -0.971, 0.469, 0.510, -1.008], "largest_force_ha_per_bohr": 0.08009, "spin_multiplicity": 1, "orbital_gap_ev": 9.211, "charge": 0}

***

No. 7
{"formula": "C7H10N2O2S", "method": "ωB97M-V/def2-TZVPD", "symbols": ["C", "C", "O", "N", "C", "C", "O", "C", "C", "N", "C", "S", "H", "H", "H", "H", "H", "H", "H", "H", "H", "H"], "xyz": [[1.77, 2.38, 1.29], [0.87, 1.24, 1.24], [-0.07, 1.00, 1.97], [1.18, 0.28, 0.22], [0.42, -0.94, -0.13], [0.93, -1.73, -1.26], [0.35, -1.80, 0.96], [-1.05, -0.48, -0.52], [-2.14, -1.21, -0.32], [-3.28, -0.59, -0.62], [-3.04, 0.62, -1.04], [-1.33, 1.04, -1.15], [1.83, 2.86, 0.38], [1.63, 2.90, 2.31], [2.74, 1.96, 1.48], [1.96, 0.45, -0.40], [0.13, -2.35, -1.64], [1.85, -2.33, -1.01], [1.12, -1.03, -2.16], [0.16, -1.35, 1.81], [-2.18, -2.21, -0.02], [-3.85, 1.26, -1.39]], "nbo_charge": [-0.724, 0.697, -0.606, -0.679, 0.390, -0.628, -0.724, -0.276, -0.074, -0.409, -0.145, 0.421, 0.240, 0.256, 0.240, 0.392, 0.244, 0.235, 0.215, 0.501, 0.218, 0.217], "largest_force_ha_per_bohr": 0.08137, "spin_multiplicity": 1, "orbital_gap_ev": 9.500, "charge": 0}

***

No. 8
{"formula": "C2H18N2O7", "method": "ωB97M-V/def2-TZVPD", "symbols": ["N", "C", "N", "C", "O", "H", "H", "H", "H", "H", "H", "O", "H", "H", "O", "H", "H", "O", "H", "H", "O", "H", "H", "O", "H", "H", "O", "H", "H"], "xyz": [[-1.20, 0.21, -2.49], [0.23, -0.06, -2.33], [0.75, 0.28, -1.00], [1.02, -0.75, -0.14], [0.55, -1.86, -0.33], [-1.48, -0.34, -3.30], [-1.76, -0.10, -1.71], [0.77, 0.61, -2.99], [0.41, -1.11, -2.54], [1.02, 1.25, -0.99], [1.66, -0.48, 0.70], [-1.06, 1.01, 1.40], [-1.99, 0.92, 1.68], [-0.97, 0.38, 0.68], [-1.24, -1.50, 2.83], [-0.52, -2.08, 2.57], [-0.99, -0.61, 2.57], [0.79, 2.83, 0.32], [0.07, 2.49, 0.87], [0.62, 3.76, 0.13], [0.52, 3.06, 3.24], [1.38, 3.40, 2.96], [0.39, 2.23, 2.78], [2.96, -2.69, -2.18], [3.36, -1.91, -1.78], [2.02, -2.46, -2.19], [-2.69, -2.07, 0.12], [-2.73, -2.82, 0.73], [-1.89, -1.59, 0.39]], "nbo_charge": [-0.841, -0.054, -0.654, 0.495, -0.632, 0.363, 0.362, 0.182, 0.180, 0.450, 0.139, -0.972, 0.503, 0.488, -0.958, 0.475, 0.473, -0.984, 0.499, 0.485, -0.943, 0.474, 0.470, -0.928, 0.459, 0.469, -0.942, 0.480, 0.460], "largest_force_ha_per_bohr": 0.03298, "spin_multiplicity": 1, "orbital_gap_ev": 10.127, "charge": 0}

***

Question: Which value of charge does entry 5 give?
Answer: +2

***

Question: What is the charge in the fourth record?
Answer: +1